[1]
DFT (wB97M-V/def2-TZVPD) results for a structure of composition C4H13NO at a distorted geometry.

Each line ends with the Löwdin charge.
Cartesian coordinates (Å):
1 C -1.474 0.796 0.052  -0.484
2 C -2.402 -0.381 0.036  -0.037
3 C -0.906 1.279 1.151  0.023
4 O -1.212 1.372 -1.159  0.028
5 H -1.616 0.850 -1.860  0.101
6 H 0.692 -1.799 -1.443  -0.004
7 H -1.115 0.858 2.117  0.062
8 H 0.812 -0.318 0.723  0.013
9 H -3.342 -0.109 -0.445  0.086
10 H -1.951 -1.203 -0.520  0.072
11 H -2.611 -0.717 1.045  0.081
12 H -0.247 2.127 1.105  0.067
13 C 2.646 0.158 -0.010  -0.199
14 N 1.666 -0.805 0.467  -0.085
15 H 2.012 -1.271 1.298  0.062
16 H 0.342 -2.046 -2.100  0.021
17 H 3.552 -0.374 -0.300  0.065
18 H 2.239 0.657 -0.888  0.064
19 H 2.915 0.927 0.728  0.064

Forces on the atoms, in the same order (eV/Å):
C -0.0908 -0.1606 0.1628
C 0.1186 0.1897 -0.1246
C -0.0367 0.1737 -0.1194
O -0.0112 -0.0662 0.0102
H 0.0314 0.0203 0.0459
H -0.5226 -0.3753 -0.9759
H -0.1149 -0.1485 0.1203
H 0.0578 -0.0911 0.0543
H -0.0753 -0.0237 -0.0272
H 0.0103 -0.0892 -0.0675
H -0.0127 -0.0365 0.0792
H 0.1536 0.1811 -0.0614
C 0.0921 0.0547 0.0673
N -0.1331 -0.1385 0.2138
H -0.0849 0.0068 -0.0418
H 0.4819 0.3541 0.9099
H 0.0253 0.1040 -0.0647
H 0.0818 0.0586 -0.0813
H 0.0293 -0.0134 -0.0999

Properties
energy above the lowest of the compared OMol25 structures with the same formula, charge and spin	183.41	kJ/mol
spin multiplicity	1
molar mass	91.15	g mol⁻¹
charge	0
HOMO level	-8.88	eV
strongest force on any atom	1.169	eV/A

---

[2]
DFT (wB97M-V/def2-TZVPD) results for a cluster of 2 separate species, C4H13NO2 in total at a distorted geometry.

Each line ends with the Löwdin charge.
Cartesian coordinates (Å):
1 C 0.049 -0.003 -0.360  -0.185
2 C -0.982 0.549 0.594  -0.454
3 C -2.198 -0.327 0.789  -0.044
4 O -0.303 0.855 1.829  -0.054
5 C 1.226 0.914 -0.654  -0.266
6 N 0.732 2.191 -1.228  -0.009
7 H -0.517 -0.210 -1.274  0.123
8 H 0.326 -1.026 -0.043  0.113
9 H -1.255 1.509 0.141  0.124
10 H -2.383 -0.604 1.827  0.080
11 H -3.069 0.097 0.304  0.075
12 H -2.109 -1.310 0.303  0.080
13 H -0.945 1.246 2.435  0.087
14 H 1.764 0.449 -1.470  0.106
15 H 1.787 1.055 0.266  0.104
16 H 0.594 2.862 -0.466  0.067
17 H 1.524 2.623 -1.693  0.057
18 H 2.139 -2.861 -0.135  0.022
19 H 1.912 -4.465 -0.521  0.031
20 O 1.708 -3.541 -0.645  -0.057

Forces on the atoms, in the same order (eV/Å):
C -0.7050 -1.1660 -0.1270
C 0.7902 0.9704 0.1699
C -0.2193 -1.1479 -0.4967
O -0.1883 -0.1454 0.1174
C -1.2053 0.0718 -0.3391
N 0.5758 0.5281 0.7214
H 0.1761 0.2649 -0.2481
H 0.3619 0.4668 0.1755
H -0.4188 -0.0164 0.1436
H -0.1046 0.5193 0.1010
H -0.3271 0.2758 0.3213
H 0.3939 0.1819 -0.0447
H 0.1471 -0.0796 -0.1281
H 0.6676 -0.2110 0.2221
H 0.4611 -0.0847 -0.1253
H -0.3597 -0.3526 -0.1091
H -0.0416 -0.0966 -0.3623
H 0.6273 -0.6480 0.5943
H 0.6932 0.3122 0.7464
O -1.3248 0.3569 -1.3323

Properties
energy above the lowest of the compared OMol25 structures with the same formula, charge and spin	86.06	kJ/mol
spin multiplicity	1
SMILES	C[C@@H](O)CCN.O
molar mass	107.15	g mol⁻¹
charge	0
HOMO level	-9.53	eV
strongest force on any atom	1.912	eV/A

---

[3]
DFT (wB97M-V/def2-TZVPD) results for a cluster of 2 separate species, C4H13NO2 in total at a distorted geometry.

Each line ends with the Löwdin charge.
Cartesian coordinates (Å):
1 C -0.363 -0.501 0.591  -0.221
2 N 0.829 -0.055 -0.146  -0.079
3 C 1.023 -0.527 -1.497  -0.302
4 O 0.015 -0.273 -2.448  -0.035
5 C -1.679 0.258 0.318  -0.237
6 C -1.600 1.745 0.650  -0.099
7 H -0.105 -0.344 1.647  0.120
8 H -0.512 -1.574 0.459  0.125
9 H 0.791 0.959 -0.232  0.116
10 H 1.933 -0.056 -1.831  0.119
11 H 1.236 -1.599 -1.445  0.122
12 H -0.845 -0.249 -2.017  0.050
13 H -1.970 0.070 -0.714  0.082
14 H -2.431 -0.260 0.922  0.109
15 H -0.637 1.954 1.124  0.068
16 H -2.336 2.180 1.331  0.073
17 H -1.627 2.375 -0.243  0.074
18 H 2.137 -0.973 0.854  -0.019
19 H 3.398 -1.840 1.119  0.023
20 O 2.742 -1.291 1.558  -0.088

Forces on the atoms, in the same order (eV/Å):
C 0.0897 0.4386 0.4835
N -0.6781 0.5063 -0.7884
C 0.2274 -0.8467 0.6411
O -0.1981 0.3695 -0.1716
C 0.0399 -0.7184 0.3453
C 0.5158 0.6590 -0.1829
H -0.1939 -0.1829 -0.0799
H 0.1414 -0.0229 -0.1600
H 0.2062 -0.0332 0.4766
H 0.2653 0.2650 -0.4546
H -0.2199 -0.1556 -0.0274
H 0.1890 -0.1646 -0.0621
H -0.3161 0.2480 -0.0622
H -0.0455 0.1921 -0.0286
H 0.0286 0.0585 0.0504
H -0.2043 -0.5715 -0.0914
H 0.0022 -0.1221 -0.0220
H 0.2950 0.1671 0.2642
H -0.0182 0.0110 0.0141
O -0.1264 -0.0972 -0.1441

Properties
energy above the lowest of the compared OMol25 structures with the same formula, charge and spin	70.08	kJ/mol
spin multiplicity	1
SMILES	CCCNCO.O
molar mass	107.15	g mol⁻¹
charge	0
HOMO level	-9.84	eV
strongest force on any atom	1.157	eV/A

---

[4]
DFT (wB97M-V/def2-TZVPD) results for a cluster of 3 separate species, C4H13NO2 in total at a distorted geometry.

Each line ends with the Löwdin charge.
Cartesian coordinates (Å):
1 C 1.069 -1.026 1.196  -0.245
2 N -0.392 -1.232 1.075  -0.062
3 C -1.043 0.093 0.885  -0.219
4 C 0.033 1.133 0.651  -0.138
5 C 1.393 0.419 1.065  -0.146
6 H 1.628 -1.715 0.543  0.107
7 H 1.297 -1.504 2.103  0.080
8 H -0.467 -1.891 0.322  0.079
9 H -1.602 0.309 1.802  0.105
10 H -1.735 -0.053 0.058  0.073
11 H -0.087 1.407 -0.354  0.073
12 H -0.201 1.947 1.355  0.108
13 H 1.715 0.659 1.960  0.039
14 H 2.222 0.761 0.355  0.125
15 H 1.701 -0.155 -3.021  0.041
16 H 2.682 1.082 -2.711  0.035
17 O 1.781 0.808 -2.919  -0.069
18 H -3.545 -1.076 -1.279  -0.078
19 H -2.936 0.274 -1.800  0.034
20 O -3.514 -0.240 -1.285  0.058

Forces on the atoms, in the same order (eV/Å):
C -0.4054 -2.0707 -1.1809
N 0.8426 0.2850 -0.1527
C -0.3111 -1.8468 0.3318
C 0.2868 -0.8032 2.3714
C -1.0336 0.7890 -5.0623
H -0.2898 0.4383 -0.6585
H 0.8600 0.3009 1.9288
H -0.9044 0.2378 -0.4791
H -0.1143 -0.0015 -0.2194
H -0.1242 0.5824 0.2531
H 0.7571 0.8489 -1.3809
H 0.4025 0.1565 -0.6892
H 1.3038 2.1253 4.4463
H -1.0763 -1.0104 0.6722
H 0.6162 0.6037 0.1765
H -0.1334 -0.6162 -0.0803
O -0.5021 0.0043 -0.0738
H 0.4731 -9.7624 -0.7572
H 1.1569 -0.1856 -1.1794
O -1.8043 9.9248 1.7336

Properties
energy above the lowest of the compared OMol25 structures with the same formula, charge and spin	241.31	kJ/mol
spin multiplicity	1
SMILES	C1CCNC1.O.O
molar mass	107.15	g mol⁻¹
charge	0
HOMO level	-8.35	eV
strongest force on any atom	10.235	eV/A

---

[5]
DFT (wB97M-V/def2-TZVPD) results for a cluster of 2 separate species, C4H13NO2 in total at a distorted geometry.

Each line ends with the Löwdin charge.
Cartesian coordinates (Å):
1 C 0.542 0.560 -0.871  -0.129
2 C 0.667 1.231 0.574  -0.380
3 C 1.318 0.247 1.632  -0.064
4 O -0.721 1.538 1.024  -0.070
5 C 1.991 -0.048 -1.321  -0.226
6 N 2.379 -1.506 -0.850  -0.031
7 H -0.266 -0.238 -0.811  0.129
8 H 0.233 1.480 -1.342  0.087
9 H 1.351 2.080 0.540  0.128
10 H 1.173 -0.817 1.396  0.048
11 H 1.014 0.419 2.748  0.111
12 H 2.370 0.378 1.684  0.049
13 H -0.655 2.486 1.091  0.066
14 H 1.937 -0.060 -2.483  0.110
15 H 2.903 0.561 -1.098  0.095
16 H 1.880 -2.033 -1.611  0.062
17 H 1.819 -1.712 -0.009  0.017
18 H -5.850 -1.329 -0.064  0.061
19 H -7.244 -2.074 -0.090  0.053
20 O -6.838 -1.165 -0.139  -0.113

Forces on the atoms, in the same order (eV/Å):
C 1.9018 -0.3771 2.8338
C -0.7015 -3.3519 1.0623
C -1.3382 0.3990 1.3529
O 2.2375 0.1553 -0.7897
C -0.4854 -0.4309 -1.4278
N -2.3947 1.4403 -1.7558
H 1.0510 1.0697 -0.3189
H -0.1617 -0.3472 -1.5111
H -0.5706 0.4445 -0.1656
H -0.4194 0.4673 0.2560
H -0.0112 -0.1237 -2.1886
H 1.1744 0.1982 -0.3410
H -0.7023 0.5500 0.2774
H 0.3053 -0.2445 1.9158
H -1.2008 0.0051 0.1778
H 0.8248 0.0309 1.1844
H 0.4897 0.1107 -0.5634
H -1.8817 0.2522 -0.1308
H 0.7231 1.4445 -0.0719
O 1.1598 -1.6925 0.2044

Properties
energy above the lowest of the compared OMol25 structures with the same formula, charge and spin	201.13	kJ/mol
spin multiplicity	1
SMILES	C[C@H](O)CCN.O
molar mass	107.15	g mol⁻¹
charge	0
HOMO level	-9.93	eV
strongest force on any atom	3.585	eV/A

---

[6]
DFT (wB97M-V/def2-TZVPD) results for a cluster of 3 separate species, C4H13NO2 in total at a distorted geometry.

Each line ends with the Löwdin charge.
Cartesian coordinates (Å):
1 C -1.985 0.849 -0.798  -0.127
2 N -0.629 0.755 -0.269  -0.158
3 C 0.339 1.717 -0.701  -0.295
4 C 2.769 1.707 -0.988  -0.006
5 C 1.738 1.548 -0.142  -0.169
6 H -2.134 -0.049 -1.459  0.082
7 H -2.780 0.869 -0.053  0.069
8 H -2.157 1.710 -1.420  0.064
9 H -0.567 0.376 0.685  0.107
10 H 0.099 2.783 -0.555  0.116
11 H 0.428 1.534 -1.776  0.106
12 H 3.786 1.451 -0.675  0.054
13 H 2.514 1.843 -2.065  0.071
14 H 1.663 1.120 0.861  0.099
15 H -1.915 -4.694 1.985  0.032
16 H -1.957 -3.828 3.189  0.034
17 O -1.442 -4.553 2.814  -0.062
18 H 0.477 -2.360 0.811  0.031
19 H 0.752 -1.220 -0.158  0.023
20 O 1.002 -1.558 0.714  -0.071

Forces on the atoms, in the same order (eV/Å):
C 0.2392 -1.5136 -0.5952
N -0.4697 -0.5430 1.2922
C 0.6094 0.4055 -0.7217
C -0.5661 -1.0512 0.6656
C -0.8067 -0.8169 -1.1652
H -0.3368 0.7497 0.4689
H 0.1890 -0.1192 0.2484
H 0.2912 0.5459 -0.2286
H 0.0539 0.7242 -0.7275
H -0.5844 -0.0803 0.0926
H -0.0321 0.5502 -0.1730
H -0.2787 0.4433 -0.2955
H 0.5947 0.2457 1.0068
H 1.1008 0.4833 0.0309
H 0.1999 -0.2823 -0.0453
H 0.2132 -0.0105 0.2915
O -0.4123 0.3096 -0.2757
H 0.1066 -0.0205 0.1134
H -0.0037 0.1424 0.1593
O -0.1074 -0.1623 -0.1418

Properties
energy above the lowest of the compared OMol25 structures with the same formula, charge and spin	192.80	kJ/mol
spin multiplicity	1
SMILES	C=CCNC.O.O
molar mass	107.15	g mol⁻¹
charge	0
HOMO level	-8.44	eV
strongest force on any atom	1.644	eV/A